[1]
The following is a quantum chemistry calculation of a structure of composition C17H31Cl5NO7PSi2TeTi in a non-equilibrium geometry, from OMol25.

Last column: natural (NBO) charge in e.
Atoms and positions in Å:
C (-2.133, -5.605, -1.496)  -1.14
C (1.920, -5.938, -1.256)  -1.13
O (-1.263, 2.207, 0.551)  -0.88
Cl (1.748, -0.976, 2.337)  0.06
C (4.557, 1.421, -0.274)  -0.07
Cl (2.669, 1.808, -2.178)  0.10
H (-3.440, -2.565, -0.725)  0.22
H (-1.759, -6.468, 1.650)  0.25
N (-1.430, -0.713, -2.638)  0.70
C (-2.589, -5.761, 1.559)  -1.12
H (-0.902, -2.938, 1.248)  0.24
H (0.021, -4.400, 0.864)  0.27
H (-3.079, 0.492, 1.911)  0.23
O (-1.744, -1.510, -3.436)  -0.16
C (4.675, -4.637, -0.812)  -1.12
H (4.596, -4.928, 0.239)  0.25
H (0.857, -5.725, -1.419)  0.22
C (4.999, 0.885, 0.935)  -0.07
H (-2.887, 3.429, 0.185)  0.22
C (-0.974, 1.101, 4.256)  -0.26
C (4.133, 0.134, 1.736)  -0.07
H (0.046, 1.399, 4.488)  0.21
H (3.247, -4.779, -4.003)  0.27
C (2.827, -0.089, 1.321)  -0.11
Ti (-0.485, -0.147, -0.704)  1.43
H (-1.715, -4.997, -2.301)  0.24
H (-2.196, 3.606, 1.815)  0.21
H (2.262, -3.071, 0.457)  0.26
H (-2.841, -1.266, 1.932)  0.22
Si (2.996, -4.450, -1.564)  1.64
C (2.206, -2.959, -0.619)  -1.10
C (2.395, 0.436, 0.101)  0.26
H (-1.339, 4.283, 0.402)  0.22
O (1.109, 0.222, -0.322)  -0.62
H (-3.510, -6.344, 1.477)  0.27
Cl (5.595, 2.351, -1.254)  0.13
Cl (6.601, 1.153, 1.446)  0.14
H (3.791, -3.178, -3.517)  0.25
C (-0.737, -3.707, 0.495)  -1.10
P (-0.487, 1.357, 1.674)  1.71
H (2.063, -3.524, -3.674)  0.23
O (-1.375, 1.630, 2.952)  -0.83
H (-1.061, 0.017, 4.259)  0.19
H (-4.591, -3.883, -0.555)  0.27
H (5.256, -3.713, -0.872)  0.25
Te (0.173, -2.726, -1.171)  0.89
H (2.190, -6.755, -1.930)  0.27
O (-0.293, -0.063, -2.629)  -0.42
H (-3.103, -5.972, -1.842)  0.27
C (3.252, 1.192, -0.687)  -0.11
H (2.045, -6.302, -0.232)  0.25
Si (-2.358, -4.663, 0.087)  1.64
O (-2.152, -0.409, -1.586)  -0.48
H (-1.659, 1.529, 4.977)  0.23
H (-2.646, -5.182, 2.485)  0.25
C (-2.742, -0.364, 1.340)  -0.26
H (-4.049, -3.030, 0.885)  0.24
C (-3.722, -3.410, -0.087)  -1.13
C (-1.971, 3.478, 0.763)  -0.24
H (-1.491, -6.477, -1.356)  0.26
Cl (4.665, -0.504, 3.227)  0.12
C (3.021, -3.935, -3.348)  -1.13
H (2.732, -2.058, -0.936)  0.25
H (5.245, -5.418, -1.327)  0.27
H (-3.311, -0.448, 0.423)  0.22
O (-1.309, -0.207, 1.023)  -0.80

Summary:
Frontier orbital gap: 7.0 eV
ΔE to the lowest compared entry with this formula, charge and spin: 27.3 kcal per mole
Total charge: +2
E_HOMO: -14.43 eV
Largest force on an atom: 3.032 eV/A



[2]
The following is a quantum chemistry calculation of a structure of composition C17H31CoN5O3S in a non-equilibrium geometry, from OMol25.

Last column: natural (NBO) charge in e.
Atoms and positions in Å:
H (1.595, 0.194, -3.158)  0.23
H (0.872, 4.800, 0.098)  0.23
H (-3.748, -0.931, 0.176)  0.23
H (-2.630, 3.203, -0.602)  0.17
H (1.832, 3.246, -1.542)  0.21
H (0.731, 1.821, 2.672)  0.39
H (-2.512, 0.723, -1.198)  0.20
H (-0.657, 1.121, -2.326)  0.40
H (-4.838, 0.196, -0.633)  0.22
H (-0.915, 3.227, 0.831)  0.41
H (0.297, 0.249, 2.620)  0.42
H (-0.153, -0.275, -1.743)  0.45
N (-0.187, 2.941, 0.182)  -0.76
N (0.815, 0.970, 2.123)  -0.77
O (-1.203, -3.397, -2.927)  -0.91
N (2.164, 1.685, -0.167)  -0.48
H (1.303, 3.724, 1.418)  0.19
H (2.230, -0.466, 1.635)  0.24
C (-4.057, 0.112, 0.125)  -0.60
C (2.512, 0.822, -1.310)  -0.23
C (2.242, 0.548, 2.019)  -0.24
H (3.078, 2.450, 1.546)  0.20
O (0.540, -0.861, 0.381)  -0.76
C (0.556, -5.968, 0.529)  -0.16
H (0.684, -7.033, 0.661)  0.23
H (2.094, -5.483, 1.938)  0.23
C (-2.875, 1.030, -0.212)  -0.26
N (0.079, 0.721, -1.751)  -0.82
H (-0.571, 3.114, -0.744)  0.40
H (2.567, -0.202, -0.937)  0.23
H (-1.022, -6.179, -0.932)  0.25
H (1.426, 1.901, -2.846)  0.20
H (-3.778, 2.789, 0.673)  0.21
C (-0.401, -5.499, -0.364)  -0.18
C (1.213, -3.713, 1.111)  -0.19
O (-2.941, -3.324, -1.162)  -0.91
H (-4.492, 0.394, 1.087)  0.20
C (-1.765, 0.808, 0.814)  -0.51
H (-1.902, 1.393, 1.731)  0.17
C (-3.382, 2.470, -0.295)  -0.61
C (1.354, -5.087, 1.255)  -0.20
Co (0.104, 1.002, 0.270)  1.03
C (2.961, 1.479, 1.062)  -0.23
S (-1.574, -3.191, -1.560)  2.31
C (-0.091, -1.850, -0.151)  0.62
H (-4.194, 2.546, -1.018)  0.23
H (3.081, 3.609, -0.371)  0.22
N (-1.005, -1.713, -1.065)  -0.86
C (0.258, -3.248, 0.225)  -0.08
H (-1.744, -0.251, 1.068)  0.20
C (1.035, 3.755, 0.362)  -0.23
H (1.833, -3.026, 1.673)  0.22
H (3.483, 1.076, -1.750)  0.21
C (2.111, 3.120, -0.498)  -0.24
H (2.730, 0.544, 2.995)  0.22
C (1.414, 0.924, -2.368)  -0.24
C (-0.524, -4.132, -0.494)  -0.31
H (3.970, 1.121, 0.841)  0.23

Summary:
Frontier orbital gap: 9.3 eV
ΔE to the lowest compared entry with this formula, charge and spin: 0.0 kcal per mole
Total charge: +1
E_HOMO: -11.93 eV
Largest force on an atom: 1.195 eV/A



[3]
The following is a quantum chemistry calculation of a structure of composition C17H31CuFNO7 in a non-equilibrium geometry, from OMol25.

Last column: natural (NBO) charge in e.
Atoms and positions in Å:
C (-2.934, -1.134, -4.121)  -0.63
H (-3.530, -0.301, -4.493)  0.20
H (-3.807, -1.756, -3.923)  0.18
H (-1.124, 1.592, 4.600)  0.23
C (0.046, -4.525, 0.982)  -0.48
C (1.794, 3.168, -1.500)  -0.63
C (-4.155, 1.726, 2.784)  -0.64
C (2.999, -2.520, -3.827)  -0.24
H (-4.507, 0.695, 2.809)  0.20
H (2.376, -1.291, 3.253)  0.22
Cu (-0.944, 0.449, -0.044)  0.89
H (-0.371, 2.974, 5.608)  0.21
C (1.826, -0.827, -1.961)  0.39
C (2.686, -1.824, -1.557)  -0.27
H (0.357, 4.048, -0.101)  0.10
H (-1.748, -1.643, -2.500)  0.12
O (0.745, 1.014, 1.652)  -0.62
H (0.890, 2.715, 3.211)  0.23
H (1.102, -4.436, 1.234)  0.23
H (-2.696, 2.962, 1.795)  0.18
H (-0.192, -5.360, 0.322)  0.23
O (-2.748, 0.097, -1.998)  -0.78
F (1.166, -0.055, -0.991)  -0.34
N (-0.374, -3.251, 0.239)  0.51
H (-0.552, -4.619, 1.888)  0.23
H (3.598, -3.165, -4.453)  0.20
O (-0.632, 2.545, -1.254)  -1.00
H (-2.274, -1.604, -4.850)  0.18
H (2.267, -1.112, 1.409)  0.24
H (2.166, -1.201, -5.347)  0.22
O (-0.276, -3.248, -1.015)  -0.34
H (1.838, 2.974, -2.572)  0.18
C (0.389, 3.582, -1.086)  -0.05
C (-2.100, -0.714, -2.949)  -0.08
H (1.815, 2.377, 4.694)  0.17
H (0.221, 4.456, -1.716)  0.10
H (0.902, -1.636, 2.416)  0.26
C (1.653, -0.603, -3.296)  -0.25
H (0.002, 1.416, 5.947)  0.20
C (-0.249, 2.028, 5.081)  -0.63
H (4.029, -3.395, -2.158)  0.20
O (-0.664, -2.239, 0.899)  -0.38
C (3.369, -2.621, -2.522)  -0.21
C (2.182, -1.476, -4.303)  -0.20
O (-3.266, 1.558, 0.509)  -0.42
H (-5.005, 2.315, 2.441)  0.21
C (1.328, 0.400, 2.530)  0.79
H (-3.941, 2.068, 3.797)  0.18
H (2.443, 3.979, -1.169)  0.17
H (1.091, 0.276, -3.572)  0.26
H (2.858, -1.964, -0.500)  0.20
H (2.120, 2.193, -1.139)  0.19
C (-2.954, 1.904, 1.830)  -0.13
O (1.290, 0.784, 3.773)  -0.50
H (-1.205, -0.215, -3.320)  0.11
C (1.788, -1.002, 2.382)  -0.71
H (-2.035, 1.363, 2.058)  0.17
C (0.952, 2.082, 4.097)  -0.08

Summary:
Frontier orbital gap (alpha / beta): 4.6 / 4.2 eV
Total charge: -1
E_HOMO (alpha / beta): -2.80 / -2.35 eV
Largest force on an atom: 3.364 eV/A
Multiplicity: 2



[4]
The following is a quantum chemistry calculation of a structure of composition C17H31EuF5P2 in a non-equilibrium geometry, from OMol25.

Last column: Löwdin charge in e.
Atoms and positions in Å:
H (-3.244, -0.049, -3.409)  -0.06
F (3.167, -0.436, 2.174)  0.08
C (-5.068, 3.458, -3.497)  -0.28
H (-6.105, 3.623, -3.823)  0.04
H (-6.065, 0.978, -2.031)  0.04
C (-4.391, -0.003, -6.052)  -0.40
H (-3.617, 0.890, -0.531)  0.11
F (2.752, -2.297, -0.807)  0.01
C (-3.055, 0.915, -1.487)  -0.17
H (-1.764, 0.055, -7.548)  0.04
H (-0.539, -0.081, -6.250)  0.04
C (-0.117, 0.939, 2.787)  -0.43
H (0.540, -0.219, -4.016)  0.12
H (-6.958, 1.178, -3.562)  0.04
C (2.433, -1.811, 0.419)  -0.55
C (-1.163, 2.232, -2.594)  -0.18
H (-4.114, 2.179, -6.106)  0.08
C (-0.496, -0.122, -3.639)  -0.16
H (-2.596, -2.263, -7.126)  0.04
H (-1.616, -2.698, -5.677)  0.04
P (-2.753, -0.587, -5.463)  0.86
C (-4.765, 1.429, -5.619)  -0.40
H (-0.213, 2.223, -2.044)  0.12
C (-1.111, 1.227, -3.773)  -0.27
C (-1.529, 0.287, -6.511)  -0.25
C (-1.006, -1.268, -3.157)  -0.18
H (-5.929, -0.265, -3.304)  0.03
P (-4.612, 1.725, -3.797)  0.86
H (-1.121, 1.346, 2.633)  -0.08
C (-2.196, -1.472, -2.289)  -0.20
C (-2.576, -2.298, -6.028)  -0.27
C (-6.037, 0.803, -3.108)  -0.26
H (-1.907, -1.696, -1.235)  0.09
H (-2.709, -2.379, -2.662)  0.11
H (-2.168, 1.261, -4.127)  0.01
H (-2.515, 2.892, -1.049)  0.10
C (-3.214, -0.303, -2.335)  -0.31
C (3.258, -0.609, 0.807)  -0.60
F (4.546, -0.815, 0.492)  0.13
C (-2.343, 2.043, -1.711)  -0.16
H (-0.528, 1.744, -4.557)  0.10
H (-4.190, -0.749, -2.083)  0.10
H (-5.810, 1.632, -5.891)  0.07
H (-0.429, -2.198, -3.277)  0.11
F (2.858, 0.578, 0.208)  0.07
H (-3.401, -2.908, -5.635)  0.04
H (-1.574, 1.361, -6.339)  0.04
H (0.628, 1.729, 2.771)  -0.07
Eu (0.204, -0.822, 1.263)  1.53
H (-0.079, 0.410, 3.747)  -0.07
H (-4.977, 3.655, -2.420)  0.04
H (-5.139, -0.731, -5.694)  0.08
H (-1.275, 3.237, -3.025)  0.11
F (2.623, -2.828, 1.338)  -0.04
H (-4.330, -0.059, -7.145)  0.07
H (-4.376, 4.113, -4.044)  0.04

Summary:
Frontier orbital gap (alpha / beta): 6.5 / 6.6 eV
ΔE to the lowest compared entry with this formula, charge and spin: 23.1 kcal per mole
E_HOMO (alpha / beta): -7.13 / -7.13 eV
Largest force on an atom: 3.230 eV/A
Multiplicity: 8



[5]
The following is a quantum chemistry calculation of a structure of composition C17H31F3O2P2Re in a non-equilibrium geometry, from OMol25.

Last column: natural (NBO) charge in e.
Atoms and positions in Å:
H (0.483, 3.966, -6.229)  0.30
H (0.206, 7.100, -2.786)  0.26
H (-1.225, 1.645, -6.366)  0.24
F (1.325, -2.711, 1.411)  -0.31
C (-1.804, 5.324, -2.826)  -0.96
H (2.849, 1.998, -2.425)  0.28
H (0.208, 5.765, -4.670)  0.29
P (0.771, 1.992, -4.925)  1.53
C (1.309, -2.792, 0.047)  0.90
P (-0.075, 4.801, -2.571)  1.55
H (-2.487, 2.076, -2.846)  0.26
C (-1.164, 2.453, -1.304)  -0.25
C (-0.186, 3.664, -1.233)  -0.68
H (-0.922, 2.689, -3.397)  0.15
H (-1.881, 0.180, -3.652)  0.25
H (-0.024, 0.346, -6.647)  0.24
H (-1.126, 2.178, 1.703)  0.26
H (-2.295, 4.751, -3.617)  0.26
H (-2.049, 2.628, -0.673)  0.23
C (-0.159, 1.422, -6.506)  -0.87
H (-0.881, -0.153, -2.327)  0.28
H (1.464, 2.981, -3.157)  0.19
H (-2.350, 5.262, -1.881)  0.28
H (2.795, 0.892, -5.620)  0.25
H (1.696, 4.867, -4.246)  0.27
H (0.033, -0.535, -4.890)  0.29
C (0.096, 0.332, -4.221)  -0.31
C (1.451, 0.807, -3.785)  -0.49
H (2.404, 2.281, -6.714)  0.25
C (-1.379, 1.952, -2.694)  -0.46
H (1.762, 6.356, -2.249)  0.26
C (1.724, 1.996, -2.620)  -0.50
H (2.080, 3.483, -0.941)  0.24
F (2.600, -2.866, -0.369)  -0.31
H (-0.993, 3.689, -5.308)  0.28
C (1.175, 2.912, -1.247)  -0.42
Re (0.972, 1.255, 0.176)  1.34
H (3.113, 2.564, -5.055)  0.24
O (1.298, -0.468, -0.465)  -0.71
F (0.673, -3.928, -0.310)  -0.28
C (-0.965, 0.529, -3.175)  -0.47
C (0.113, 3.688, -5.229)  -0.70
H (-0.229, 4.268, -0.294)  0.31
H (2.367, 0.142, -3.930)  0.29
C (0.676, 6.397, -2.085)  -0.93
H (0.091, 0.981, 2.464)  0.25
O (-0.599, -1.662, -0.914)  -0.52
C (2.470, 1.937, -5.684)  -0.89
C (0.558, -1.538, -0.543)  0.70
C (0.594, 4.802, -4.295)  -0.72
H (-1.720, 6.370, -3.129)  0.26
C (-0.542, 1.241, 1.581)  -0.88
H (0.397, 6.628, -1.052)  0.27
H (0.240, 1.974, -7.365)  0.24
H (1.883, 2.148, 1.104)  -0.11
H (-1.178, 0.378, 1.268)  0.26

Summary:
Frontier orbital gap (alpha / beta): 6.7 / 6.5 eV
ΔE to the lowest compared entry with this formula, charge and spin: 187.6 kcal per mole
Total charge: +2
E_HOMO (alpha / beta): -13.68 / -14.05 eV
Largest force on an atom: 7.190 eV/A
Multiplicity: 4



[6]
The following is a quantum chemistry calculation of a cluster of 3 separate species, C17H31FN2O12S in total, from OMol25.

Last column: natural (NBO) charge in e.
Atoms and positions in Å:
C (-6.764, -1.699, 1.741)  -0.64
H (2.509, -5.235, 0.346)  0.22
H (-1.021, 1.174, 2.175)  0.24
C (0.646, 1.468, -2.036)  0.56
C (2.293, 3.163, -0.978)  -0.24
H (3.463, 2.294, -4.838)  0.24
N (-1.671, 1.666, -1.506)  0.42
H (2.687, 0.689, -3.308)  0.23
C (0.719, 0.012, -1.574)  -0.14
S (0.418, 2.685, -4.226)  2.57
H (3.659, 4.446, -3.719)  0.18
H (4.759, 3.775, -2.484)  0.15
H (-6.100, -1.394, 0.932)  0.21
C (4.422, 3.693, -3.521)  0.05
H (0.174, -1.985, 3.430)  0.26
C (1.390, -5.392, 2.173)  -0.07
O (-2.945, -1.023, 3.632)  -0.58
C (1.904, 2.374, -2.227)  0.23
C (-0.058, 0.916, 1.746)  -0.73
N (2.746, 2.274, 0.083)  -0.84
O (-0.306, 2.212, -1.328)  -0.48
H (-7.788, -1.454, 1.454)  0.22
H (1.758, -6.388, 2.414)  0.20
O (-0.786, 3.430, -4.265)  -0.89
H (3.037, 3.912, -1.265)  0.19
H (-6.683, -2.780, 1.854)  0.22
H (1.119, -4.151, 0.417)  0.21
H (-3.837, -0.340, 1.018)  0.26
H (-7.079, -1.338, 3.838)  0.20
H (-0.218, -0.459, -1.882)  0.23
H (-6.504, 0.072, 2.971)  0.17
H (0.572, 0.427, 2.493)  0.26
O (0.204, 1.328, -3.419)  -0.73
C (-4.048, 0.213, 1.933)  -0.74
H (-0.177, -3.401, 2.449)  0.23
H (2.651, 2.732, 0.980)  0.37
H (1.531, -0.506, -2.078)  0.22
O (0.894, -0.140, -0.185)  -0.53
O (-2.426, 2.393, -1.044)  -0.19
C (-0.240, -0.022, 0.592)  0.82
H (3.708, 1.229, -2.001)  0.22
H (-4.989, 0.746, 1.823)  0.22
H (0.474, 1.803, 1.409)  0.24
C (3.080, 1.582, -2.821)  -0.45
H (3.729, 2.050, -0.010)  0.36
O (1.117, 2.371, -5.418)  -0.90
O (2.240, -4.512, 2.917)  -0.51
C (0.593, -2.679, 2.706)  -0.75
H (0.869, -2.129, 1.806)  0.24
O (2.570, -2.648, 4.023)  -0.57
C (3.952, 2.294, -3.865)  -0.45
H (0.871, -5.879, 0.145)  0.22
O (1.380, 3.360, -3.154)  -0.71
C (1.855, -3.270, 3.287)  0.80
C (-6.410, -1.012, 3.043)  -0.07
F (5.508, 4.002, -4.329)  -0.37
H (0.364, -5.334, 2.537)  0.18
C (-3.984, -0.749, 3.094)  0.80
H (1.408, 3.698, -0.636)  0.22
O (-5.106, -1.375, 3.509)  -0.51
O (-1.215, -0.682, 0.367)  -0.57
C (1.476, -5.146, 0.681)  -0.64
H (-3.258, 0.945, 2.074)  0.24
H (4.859, 1.692, -3.975)  0.23

Summary:
Frontier orbital gap: 9.5 eV
E_HOMO: -10.12 eV
SMILES string: CC(=O)OC[C@]1(ON=O)OS(=O)(=O)O[C@]1(CN)CCCF.CCOC(C)=O.CCOC(C)=O
Largest force on an atom: 0.742 eV/A